65
Properties=species:S:1:pos:R:3:nbo_charge:R:1 method="wB97M-V/def2-TZVPD" lumo_ev=0.67 e_homo_ha=-0.3066 orbital_gap_ha=0.3313 max_force_ev_per_a=0.546 multiplicity=1 e_tot_ha=-1362.65993
O -7.4668 -0.8329 0.6778 -0.5098
O -4.7741 -1.6419 0.9832 -0.5242
O 1.4423 2.0320 -0.7965 -0.6617
O 1.1194 -2.5947 -0.4413 -0.6412
N -1.8457 0.7819 -0.1272 -0.4471
N -0.2176 2.8700 0.4354 -0.5992
N 2.0346 -0.7050 -1.2837 -0.6465
C -4.4041 1.1182 -1.3436 -0.2142
C 1.1908 -1.3815 -0.4900 0.6866
C -6.7384 0.8777 -0.8836 -0.2853
C -6.4838 -0.1849 -0.0273 0.2290
C 3.0030 -1.3512 -2.1366 -0.2194
C 6.7981 -1.1240 1.2269 -0.3955
C -2.6890 -0.3853 -0.3230 -0.2460
C 6.2710 -0.6544 -0.1335 -0.2104
C 0.3271 1.9000 -0.3114 0.6977
C -5.6330 -2.7407 1.2005 -0.2388
C -8.8062 -0.4662 0.4630 -0.2495
C 7.2099 1.2267 1.1620 -0.4022
C -4.1227 0.0474 -0.5070 -0.0786
C -5.7054 1.5274 -1.5376 -0.2153
C 4.8719 -1.1824 -0.4385 -0.3887
C -1.5457 2.8644 1.0048 -0.2116
C -0.4520 0.6001 -0.4594 -0.1307
C -5.1562 -0.6208 0.1552 0.3164
C 6.3496 0.8852 -0.0670 -0.4131
C 0.2986 -0.4859 0.3675 -0.5236
C -2.0231 1.4246 1.1551 -0.2333
C 7.8663 -0.0924 1.5682 -0.3977
C 4.4151 -0.8408 -1.8548 -0.3990
H -9.1002 -0.6014 -0.5828 0.1778
H -4.9933 -3.5297 1.5970 0.1886
H -2.6316 -1.0981 0.5091 0.2067
H -7.7497 1.2170 -1.0381 0.2176
H -2.3505 -0.8933 -1.2308 0.2179
H -3.5840 1.6156 -1.8361 0.2236
H 8.1530 -0.1096 2.6191 0.2068
H -8.9960 0.5689 0.7651 0.1769
H -9.3940 -1.1352 1.0903 0.2002
H -1.5177 3.3697 1.9741 0.2018
H -1.4648 0.9225 1.9620 0.1763
H 4.1633 -0.7640 0.2796 0.1991
H 4.4321 0.2419 -1.9959 0.1981
H 8.7581 -0.2709 0.9648 0.1928
H 7.1859 -2.1412 1.1920 0.2092
H -6.0907 -3.0805 0.2687 0.1765
H 2.0463 0.3123 -1.2468 0.4317
H 6.9534 -1.0140 -0.9108 0.1920
H -6.4167 -2.5076 1.9239 0.1877
H -0.4241 -1.1326 0.8653 0.2382
H 5.1001 -1.2862 -2.5788 0.2031
H 6.5766 1.5828 1.9758 0.1963
H -3.0835 1.4145 1.4095 0.2262
H 0.9220 -0.0173 1.1334 0.2283
H -2.2359 3.4049 0.3454 0.1947
H 6.7928 1.2873 -0.9775 0.2066
H 7.9446 2.0020 0.9474 0.2063
H 5.3534 1.3160 0.0328 0.2056
H 0.3174 3.7259 0.4973 0.4075
H 2.9316 -2.4248 -1.9443 0.2266
H -0.4081 0.3174 -1.5189 0.2341
H 2.7466 -1.1631 -3.1867 0.1872
H 4.8634 -2.2680 -0.3146 0.2040
H 5.9959 -1.0860 1.9662 0.1933
H -5.9297 2.3539 -2.1944 0.2131